{
  "formula": "C5H11N",
  "method": "ωB97M-V/def2-TZVPD",
  "elements": ["C", "C", "N", "C", "C", "C", "H", "H", "H", "H", "H", "H", "H", "H", "H", "H", "H"],
  "positions_angstrom": [[1.600, -0.677, -1.617], [2.273, -0.135, -0.608], [-0.046, 1.260, 0.763], [-0.744, 0.896, 1.738], [-1.140, 0.238, 0.509], [-2.305, 0.692, -0.331], [1.138, -1.771, 0.902], [0.583, -0.363, -1.850], [2.030, -1.451, -2.246], [3.278, -0.456, -0.345], [1.822, 0.634, 0.012], [0.913, -1.647, 1.601], [-0.818, 1.121, 2.795], [-0.794, -0.782, 0.330], [-3.226, 0.160, -0.070], [-2.097, 0.516, -1.393], [-2.465, 1.764, -0.189]],
  "nbo_charge": [-0.41, -0.38, -0.33, 0.06, -0.14, -0.64, 0.02, 0.19, 0.19, 0.19, 0.22, -0.02, 0.21, 0.19, 0.22, 0.21, 0.22],
  "energy_ha": -251.71288,
  "gap_ha": 0.4038,
  "e_homo_ev": -9.80,
  "e_above_lowest_kcal_mol": 93.9,
  "lumo_ev": 1.2,
  "charge": 0
}